#1
{"formula": "CH14NO6", "method": "wB97M-V/def2-TZVPD", "gap_ev": 8.86, "charge": -1, "lumo_energy_ha": 0.131, "symbols": ["N", "C", "O", "H", "H", "H", "H", "H", "H", "O", "H", "H", "O", "H", "H", "O", "H", "H", "O", "H", "H", "O"], "coordinates": [[1.64, 1.31, 0.42], [0.76, 0.35, 1.02], [-0.61, 0.55, 0.75], [1.91, 1.28, -0.62], [1.48, 2.27, 0.80], [1.19, -0.65, 0.63], [0.98, 0.19, 2.12], [1.10, -0.80, -2.33], [1.98, -0.99, -1.09], [1.73, -1.46, -1.92], [-1.46, 3.26, 2.12], [-1.03, 2.16, 1.17], [-0.99, 3.16, 1.29], [-1.00, 0.97, -2.43], [-0.71, 0.54, -0.92], [-0.68, 0.23, -1.88], [0.50, -2.65, -0.94], [-0.89, -2.63, -0.22], [-0.21, -3.26, -0.52], [-1.34, -0.58, 0.76], [-2.66, -1.65, 0.79], [-1.69, -1.62, 1.00]]}



#2
{"formula": "CH14NO6", "method": "wB97M-V/def2-TZVPD", "gap_ev": 8.67, "charge": -1, "lumo_energy_ha": 0.137, "symbols": ["N", "C", "O", "H", "H", "H", "H", "H", "H", "O", "H", "H", "O", "H", "H", "O", "H", "H", "O", "H", "H", "O"], "coordinates": [[-1.65, 0.05, -2.11], [-1.55, 0.09, -0.65], [-0.31, -0.26, -0.20], [-0.80, 0.28, -2.53], [-1.95, -0.84, -2.49], [-1.80, 1.14, -0.39], [-2.43, -0.42, -0.23], [1.02, 1.81, -1.70], [1.18, 1.02, -0.49], [1.72, 1.53, -1.11], [-0.19, -1.42, 1.06], [1.02, -1.24, 1.96], [0.24, -1.81, 1.87], [1.04, -1.70, -1.08], [1.09, -3.14, -0.63], [1.31, -2.58, -1.38], [-1.59, 0.21, 2.38], [-0.41, 0.48, 1.42], [-0.93, 0.87, 2.18], [1.37, 1.25, 1.40], [1.78, 2.66, 1.00], [1.86, 2.01, 1.71]]}



In eV, relative to the most stable structure: #1 0.000; #2 0.100.



#1
{"formula": "C5H11IN", "method": "wB97M-V/def2-TZVPD", "gap_ev": 8.48, "charge": 1, "lumo_energy_ha": -0.196, "symbols": ["C", "C", "C", "C", "C", "N", "I", "H", "H", "H", "H", "H", "H", "H", "H", "H", "H", "H"], "coordinates": [[1.22, -1.44, -1.10], [1.26, -1.36, 0.47], [0.00, -0.60, 0.40], [-0.64, 2.58, 0.23], [-0.12, -0.73, -1.04], [-0.85, -0.45, 1.36], [-2.05, -1.34, -1.82], [1.94, -0.91, -1.62], [1.05, -2.54, -1.54], [1.00, -2.31, 1.12], [2.10, -0.85, 0.93], [-1.05, 1.66, 0.40], [-0.98, 3.30, 0.99], [0.42, 2.38, 0.13], [-0.13, 0.26, -1.44], [-0.92, 3.09, -0.77], [-0.48, -0.52, 2.30], [-1.76, -0.21, 1.00]]}



#2
{"formula": "C5H11IN", "method": "wB97M-V/def2-TZVPD", "gap_ev": 7.30, "charge": 1, "lumo_energy_ha": -0.212, "symbols": ["C", "C", "C", "C", "C", "N", "I", "H", "H", "H", "H", "H", "H", "H", "H", "H", "H", "H"], "coordinates": [[-0.98, -0.89, -0.86], [-0.19, -0.13, 0.33], [1.02, 2.00, 0.48], [2.05, -0.05, -0.77], [0.90, 0.64, -0.05], [-0.18, -1.58, 0.04], [-4.86, -0.14, 0.00], [-2.08, -0.81, -0.84], [-0.62, -0.94, -1.95], [-0.94, 0.11, 1.12], [2.08, 2.28, 0.57], [0.64, 1.89, 1.44], [0.55, 2.59, -0.20], [2.98, -0.14, -0.11], [1.89, -1.17, -0.87], [2.51, 0.49, -1.66], [-0.72, -2.13, 0.82], [-4.16, 0.83, -1.00]]}



In eV, relative to the most stable structure: #1 0.000; #2 1.201.



#1
{"formula": "C9H13N2O", "method": "wB97M-V/def2-TZVPD", "gap_ev": 10.74, "charge": 1, "lumo_energy_ha": -0.107, "symbols": ["C", "C", "C", "C", "C", "C", "C", "C", "C", "N", "N", "O", "H", "H", "H", "H", "H", "H", "H", "H", "H", "H", "H", "H", "H"], "coordinates": [[0.42, -1.73, -3.31], [-0.16, -2.68, -2.49], [0.50, -0.41, -2.88], [-0.63, -2.32, -1.26], [-0.06, -0.05, -1.67], [-1.50, 1.41, 1.93], [-0.61, 2.29, 2.84], [0.63, 0.79, 1.60], [1.88, 0.27, 1.17], [-0.56, -1.02, -0.85], [-0.56, 0.49, 1.25], [0.70, 1.71, 2.57], [0.84, -2.16, -4.18], [-0.28, -3.80, -2.88], [0.67, 0.33, -3.62], [-1.27, -2.87, -0.57], [-2.27, 0.84, 2.37], [-2.11, 2.00, 1.09], [-0.60, 3.36, 2.48], [-0.91, 2.34, 3.89], [2.56, 0.37, 2.03], [2.20, 0.97, 0.45], [1.84, -0.69, 0.77], [-0.76, -0.32, 0.49], [0.03, 0.88, -1.23]]}



#2
{"formula": "C9H13N2O", "method": "wB97M-V/def2-TZVPD", "gap_ev": 8.96, "charge": 1, "smiles": "CCN(C(C)=O)[n+]1ccccc1", "lumo_energy_ha": -0.175, "symbols": ["C", "C", "N", "C", "C", "O", "N", "C", "C", "C", "C", "C", "H", "H", "H", "H", "H", "H", "H", "H", "H", "H", "H", "H", "H"], "coordinates": [[-0.27, 0.39, 3.15], [0.26, 1.10, 1.93], [-0.59, 0.32, 0.59], [-1.98, 0.53, 0.49], [-2.61, -0.22, -0.56], [-2.55, 1.08, 1.37], [0.17, -0.15, -0.40], [0.73, -1.37, -0.30], [1.43, -1.87, -1.37], [1.58, -1.12, -2.50], [0.84, 0.06, -2.65], [0.25, 0.59, -1.51], [-0.70, -0.58, 3.04], [0.70, 0.25, 3.70], [-1.09, 1.01, 3.55], [0.11, 2.19, 1.77], [1.23, 0.73, 1.57], [-2.51, -1.26, -0.29], [-2.21, -0.07, -1.50], [-3.63, -0.07, -0.44], [0.47, -1.71, 0.69], [1.78, -2.92, -1.13], [2.24, -1.48, -3.25], [0.78, 0.47, -3.60], [-0.30, 1.50, -1.49]]}



In eV, relative to the most stable structure: #1 0.000; #2 1.897.